# 1
72
Properties=species:S:1:pos:R:3 method="wB97M-V/def2-TZVPD" total_charge=+1 gap_ev=6.8745 e_tot_ha=-1701.44967
C 1.14 4.99 -1.66
N -0.28 4.50 -1.50
C -1.05 5.73 -1.03
B -0.27 3.49 -0.42
O 0.07 3.88 0.94
N -0.58 1.99 -0.60
C 0.33 1.06 -1.22
C -0.01 -0.47 -1.35
C -1.36 -0.98 -0.79
C -1.87 -2.49 -0.78
O -2.43 -3.08 -1.71
O -1.71 -3.20 0.47
F -0.65 -2.63 1.13
C -2.34 0.08 -0.15
C -1.88 1.56 -0.09
P -3.03 2.83 0.72
C -4.84 2.28 0.67
O -2.58 2.80 2.40
H 1.49 5.57 -0.72
H 1.30 5.64 -2.58
H 1.87 4.10 -1.76
H -0.63 6.15 -0.05
H -2.13 5.38 -0.87
H -1.01 6.58 -1.81
H -0.15 3.09 1.51
H 1.35 1.42 -1.61
H 0.71 -1.23 -1.82
H -3.34 -0.28 0.26
H -5.45 2.94 1.39
H -5.26 2.49 -0.39
H -4.97 1.20 0.99
H -2.00 2.03 2.56
C 7.45 4.83 1.09
C 7.41 4.35 -0.35
C 6.19 4.85 -1.12
C 4.84 4.38 -0.58
C 4.66 2.86 -0.50
C 4.73 2.17 -1.86
H 6.60 4.45 1.67
H 8.36 4.47 1.58
H 7.45 5.92 1.14
H 7.46 3.26 -0.38
H 8.32 4.71 -0.86
H 6.29 4.55 -2.17
H 6.20 5.95 -1.13
H 4.05 4.79 -1.22
H 4.68 4.80 0.41
H 3.68 2.65 -0.06
H 5.40 2.42 0.17
H 3.97 2.57 -2.54
H 4.56 1.10 -1.74
H 5.71 2.30 -2.33
C -4.59 -5.01 0.37
C -4.87 -6.48 0.09
C -4.95 -7.33 1.36
C -3.67 -7.39 2.19
C -2.43 -7.91 1.45
C -2.58 -9.34 0.96
H -3.62 -4.87 0.85
H -4.58 -4.44 -0.57
H -5.36 -4.58 1.02
H -4.11 -6.88 -0.59
H -5.82 -6.56 -0.44
H -5.26 -8.35 1.08
H -5.76 -6.94 1.99
H -3.85 -8.03 3.06
H -3.44 -6.40 2.59
H -1.58 -7.86 2.13
H -2.19 -7.26 0.60
H -2.78 -10.02 1.79
H -1.66 -9.67 0.47
H -3.39 -9.44 0.23

***

# 2
16
Properties=species:S:1:pos:R:3 method="wB97M-V/def2-TZVPD" total_charge=0 gap_ev=9.9862 smiles=N#C[C@@]12CCN[C@H]1C2 e_tot_ha=-342.78745
N 1.87 1.98 -0.83
C 1.39 0.96 -0.62
C 0.91 -0.34 -0.25
C 0.49 -0.18 1.31
C -0.89 0.61 1.17
N -1.21 0.66 -0.31
C -0.54 -0.54 -0.72
C 0.48 -0.98 -1.71
H 1.19 0.47 1.80
H 0.36 -1.12 1.81
H -0.74 1.60 1.58
H -1.69 0.06 1.72
H -2.24 0.53 -0.47
H -0.93 -1.44 -0.22
H 0.90 -0.28 -2.41
H 0.66 -1.99 -1.86